Record 1
16
Properties=species:S:1:pos:R:3 method="wB97M-V/def2-TZVPD" total_energy_ev=-18660.983 homo_ev=-8.2 e_above_lowest_kcal_mol=150.9 gap_ev=4.817 max_force_ev_per_a=3.860
O -2.661 -1.035 -1.395
C -1.826 -0.332 -0.873
N -0.457 0.331 -1.453
C -0.283 -0.849 -0.773
C 0.162 -0.895 0.660
S 0.079 2.323 0.586
C 1.613 -0.385 0.689
H -2.111 0.349 -0.057
H -0.401 1.279 -1.035
H 0.050 -1.631 -1.452
H -0.484 -0.195 1.207
H 0.086 -1.831 1.211
H 0.345 3.648 0.510
H 1.818 0.275 -0.152
H 1.790 0.197 1.593
H 2.281 -1.248 0.733

***

Record 2
9
Properties=species:S:1:pos:R:3 method="wB97M-V/def2-TZVPD" total_energy_ev=-11657.603 homo_ev=-9.5 e_above_lowest_kcal_mol=90.9 gap_ev=8.918 max_force_ev_per_a=4.599 smiles="O=C=C(F)F.C#C"
O 1.986 -0.238 1.070
C 0.888 0.000 1.392
C -0.329 0.185 1.790
F -1.069 -0.719 2.496
F -1.126 1.239 1.428
C -0.570 0.205 -1.999
C 0.423 -0.485 -2.010
H -1.222 1.071 -2.291
H 1.019 -1.258 -1.877

***

Copy entry 2 word for word.
9
Properties=species:S:1:pos:R:3 method="wB97M-V/def2-TZVPD" total_energy_ev=-11657.603 homo_ev=-9.5 e_above_lowest_kcal_mol=90.9 gap_ev=8.918 max_force_ev_per_a=4.599 smiles="O=C=C(F)F.C#C"
O 1.986 -0.238 1.070
C 0.888 0.000 1.392
C -0.329 0.185 1.790
F -1.069 -0.719 2.496
F -1.126 1.239 1.428
C -0.570 0.205 -1.999
C 0.423 -0.485 -2.010
H -1.222 1.071 -2.291
H 1.019 -1.258 -1.877